[1]
# C45H35F5FeIN3O2PS3

A molecular structure, C45H35F5FeIN3O2PS3 at a distorted geometry (ωB97M-V with the def2-TZVPD basis set, the Open Molecules 2025 dataset).

The value obtained for the energy above the lowest of the compared OMol25 structures with the same formula, charge and spin is 0.000 eV. The value obtained for the HOMO energy (alpha / beta) is -4.6 / -4.7 eV. The value obtained for the total energy is -5647.2317 Ha. As for the HOMO-LUMO gap (alpha / beta): 6.772 / 6.888 eV. Its spin multiplicity is 5. Its total charge is -1.

Atoms and positions in Å:
Fe (-15.351, -11.005, -3.422)
I (-19.111, -9.970, -2.783)
C (-20.867, -10.782, -1.981)
C (-21.314, -10.176, -0.838)
C (-22.289, -10.837, 0.015)
C (-22.809, -11.993, -0.424)
C (-22.319, -12.660, -1.582)
C (-22.779, -13.973, -1.943)
C (-22.334, -14.626, -3.016)
C (-21.416, -13.990, -3.902)
C (-20.918, -12.703, -3.645)
P (-19.754, -12.109, -5.084)
C (-20.781, -10.711, -5.681)
C (-20.207, -9.848, -6.582)
C (-21.048, -8.926, -7.235)
C (-22.373, -8.781, -6.983)
C (-22.912, -9.527, -5.920)
C (-22.156, -10.510, -5.333)
C (-20.124, -13.336, -6.379)
C (-21.378, -13.383, -7.090)
C (-21.565, -14.426, -7.984)
C (-20.508, -15.342, -8.348)
C (-19.302, -15.247, -7.688)
C (-19.096, -14.225, -6.742)
C (-21.340, -12.036, -2.422)
H (-20.949, -9.159, -0.615)
H (-22.690, -10.366, 0.878)
H (-23.479, -12.531, 0.297)
H (-23.484, -14.447, -1.238)
H (-22.556, -15.660, -3.272)
H (-21.119, -14.484, -4.864)
H (-19.192, -10.016, -6.983)
H (-20.579, -8.412, -8.029)
H (-22.933, -8.103, -7.593)
H (-23.883, -9.407, -5.514)
H (-22.594, -11.132, -4.580)
H (-22.132, -12.675, -6.847)
H (-22.479, -14.669, -8.534)
H (-20.692, -16.183, -8.999)
H (-18.449, -15.899, -7.792)
H (-18.150, -14.153, -6.242)
C (-14.136, -15.588, 0.177)
C (-15.255, -16.060, -0.834)
N (-16.127, -15.041, -1.349)
C (-17.542, -14.977, -0.796)
C (-17.623, -13.958, 0.362)
C (-15.689, -14.199, -2.279)
S (-16.820, -13.042, -2.920)
N (-14.463, -14.493, -2.774)
C (-13.668, -13.530, -3.346)
O (-13.703, -12.327, -3.182)
C (-12.673, -13.995, -4.360)
C (-12.295, -13.075, -5.372)
C (-11.503, -13.518, -6.446)
C (-10.977, -14.809, -6.382)
C (-11.282, -15.698, -5.336)
C (-12.208, -15.308, -4.376)
H (-13.682, -16.548, 0.560)
H (-14.602, -14.994, 0.970)
H (-13.421, -15.054, -0.482)
H (-15.833, -16.821, -0.268)
H (-14.799, -16.502, -1.701)
H (-17.782, -16.015, -0.367)
H (-18.177, -14.720, -1.642)
H (-17.112, -14.372, 1.271)
H (-18.663, -13.960, 0.619)
H (-17.266, -12.973, 0.158)
H (-12.779, -12.142, -5.371)
H (-11.326, -12.863, -7.283)
H (-10.281, -15.090, -7.154)
H (-10.807, -16.687, -5.444)
H (-12.458, -16.022, -3.564)
O (-16.419, -9.058, -3.662)
N (-16.730, -8.635, -4.832)
C (-17.568, -7.565, -4.850)
C (-17.956, -6.992, -6.045)
C (-17.482, -7.600, -7.198)
C (-16.661, -8.716, -7.177)
C (-16.196, -9.212, -5.933)
S (-15.125, -10.544, -5.795)
H (-17.847, -7.379, -3.838)
H (-18.634, -6.147, -6.096)
H (-17.795, -7.133, -8.180)
H (-16.338, -9.208, -8.050)
F (-10.892, -12.197, 1.687)
C (-11.725, -11.581, 0.917)
C (-13.074, -11.837, 0.940)
F (-13.569, -12.742, 1.853)
C (-13.873, -11.243, 0.052)
F (-15.165, -11.706, 0.097)
C (-13.451, -10.238, -0.824)
S (-14.567, -9.328, -1.819)
C (-12.098, -9.904, -0.730)
F (-11.604, -8.799, -1.226)
C (-11.193, -10.597, 0.096)
F (-9.916, -10.398, 0.178)

Forces on the atoms, in the same order (eV/Å):
Fe -0.16 0.35 0.44
I 0.10 0.34 0.39
C 0.68 0.50 0.31
C -0.93 0.10 0.80
C 1.15 1.61 -2.14
C -0.34 -2.07 1.12
C 0.01 -0.43 -1.02
C -0.96 0.71 2.22
C 1.40 -0.58 -1.79
C 0.33 0.98 -0.09
C -0.17 -1.53 -0.99
P -0.25 0.32 1.37
C -1.02 -0.22 0.42
C -0.52 -0.17 -0.98
C 1.46 -0.81 -0.07
C -0.39 -0.17 1.00
C 0.63 -0.14 -0.44
C 1.61 0.01 -0.18
C -0.61 -0.25 -1.53
C 1.88 -1.50 0.28
C 0.83 -1.20 -1.38
C -0.61 0.80 1.57
C 0.35 0.93 0.60
C -1.39 0.32 0.11
C -0.20 -0.63 -0.33
H -0.10 -0.78 0.18
H 0.01 0.39 0.70
H 0.37 0.34 -1.11
H 0.32 0.20 -0.45
H -0.46 0.19 0.34
H -0.44 0.26 1.44
H -0.45 0.30 0.60
H 0.24 0.84 -0.84
H -0.45 0.31 0.03
H -1.02 0.31 -0.16
H -0.18 -0.21 0.29
H -0.63 0.33 0.07
H -0.09 0.76 0.43
H -0.18 0.12 -0.25
H -0.16 -0.38 -0.56
H 0.36 0.04 0.28
C -0.51 -1.11 -1.66
C 0.50 -0.55 1.66
N -1.92 -0.23 1.30
C 1.80 -0.45 0.50
C 0.02 -1.98 0.54
C 0.67 -0.02 -0.96
S 0.50 0.56 -0.15
N 0.56 1.63 -0.36
C -1.04 -2.72 -0.23
O -0.52 2.20 0.67
C 0.34 -0.16 -0.51
C 0.02 -2.35 -0.19
C -0.53 -0.22 1.48
C -0.01 0.39 0.22
C 0.22 0.34 -1.42
C 0.73 -0.74 0.73
H -0.25 1.19 -0.14
H 0.52 -0.02 -0.16
H -0.14 0.05 1.03
H -0.07 0.45 -0.69
H 0.45 -0.55 -0.21
H 0.29 1.43 -0.90
H -0.21 -0.08 0.28
H -0.13 0.40 -0.80
H -0.77 0.49 0.33
H 0.21 0.51 -0.41
H -0.22 1.21 0.02
H 0.21 0.05 -0.10
H 0.07 -0.34 -0.18
H -0.50 0.41 0.64
H -0.12 0.73 -0.64
O -0.04 -1.18 1.21
N -0.19 0.93 -0.79
C 0.09 -0.36 -1.02
C 0.16 -0.37 0.92
C -0.17 0.39 -2.11
C -0.40 1.16 1.60
C -0.41 -0.50 -1.07
S -0.05 0.06 -0.01
H -0.41 0.79 0.27
H 0.13 -0.12 0.19
H 0.43 -0.83 1.12
H 0.36 -0.36 -0.90
F 1.41 -1.55 1.83
C -0.24 1.44 -1.23
C 0.77 -1.76 1.81
F 0.49 0.65 -0.82
C -2.17 0.15 -1.13
F 0.68 0.82 -0.41
C 0.05 0.22 0.23
S 0.20 -0.41 0.06
C 0.48 -1.08 1.64
F 0.29 1.25 -1.42
C -3.58 -1.12 -0.13
F 1.95 0.91 -0.23

Atomic partial charges in e from the Mulliken method, atoms 1 to 6: number 1, Fe, carries 0.94; number 2, I, carries 0.25; number 3, C, carries 0.31; number 4, C, carries -0.42; number 5, C, carries -0.84; number 6, C, carries -0.80

=====

[2]
# C24H38N2O3

A molecular structure, C24H38N2O3 at a distorted geometry (ωB97M-V with the def2-TZVPD basis set, the Open Molecules 2025 dataset).

The value obtained for the energy above the lowest of the compared OMol25 structures with the same formula, charge and spin is 21.365 eV. The value obtained for the HOMO energy is -7.9 eV. The value obtained for the total energy is -1271.7724 Ha. As for the HOMO-LUMO gap: 8.403 eV.

Atoms and positions in Å:
C (-6.076, -0.048, 2.154)
H (-6.965, -0.417, 2.333)
H (-5.376, -0.804, 1.708)
H (-5.603, 0.331, 2.935)
C (-6.195, 0.843, 0.833)
C (-6.976, 0.441, -0.230)
C (-6.224, -0.640, -0.919)
O (-5.064, 0.085, -1.908)
C (-3.925, 0.371, -1.244)
C (-3.240, 1.514, -1.494)
C (-2.121, 2.141, -0.942)
C (-1.499, 1.197, -0.184)
C (-1.945, -0.304, 0.144)
C (-3.167, -0.432, -0.231)
O (-3.777, -1.747, -0.110)
C (-3.157, -2.661, 0.984)
H (-2.080, -3.076, 0.493)
H (-3.759, -3.566, 0.996)
H (-2.845, -2.112, 1.800)
H (-1.492, -0.714, 1.082)
C (-0.135, 1.551, 0.384)
O (0.043, 2.826, 0.830)
N (0.790, 0.678, 0.797)
H (0.518, -0.323, 0.615)
C (2.141, 1.000, 0.932)
H (2.449, 0.240, 2.045)
H (2.171, 1.695, 1.466)
C (3.258, 0.732, 0.057)
N (3.332, -0.896, -0.090)
C (2.513, -1.596, -0.991)
H (2.138, -0.798, -1.910)
C (3.149, -2.791, -1.814)
C (3.681, -3.680, -0.576)
C (4.484, -3.074, 0.378)
C (3.706, -1.794, 0.917)
H (4.400, -0.999, 1.674)
H (2.855, -2.074, 1.264)
H (4.785, -3.564, 1.507)
H (5.398, -2.559, -0.076)
H (4.102, -4.418, -0.934)
H (2.863, -4.219, 0.078)
H (3.902, -2.338, -2.017)
H (2.400, -3.313, -2.343)
H (1.546, -2.070, -0.476)
C (4.475, 1.166, 0.522)
C (4.847, 2.562, 0.638)
C (4.454, 3.141, -0.656)
C (3.105, 2.680, -1.084)
C (2.895, 1.399, -1.320)
H (1.716, 1.134, -1.468)
H (3.577, 0.997, -2.038)
H (2.262, 3.249, -0.464)
H (2.921, 3.311, -2.200)
H (4.500, 4.254, -0.536)
H (5.216, 2.845, -1.325)
H (4.051, 3.122, 1.611)
H (5.683, 2.828, 0.889)
H (5.266, 0.720, -0.025)
H (4.814, 0.816, 1.615)
H (-1.473, 2.880, -0.923)
H (-3.748, 2.127, -2.259)
H (-6.724, -0.921, -1.786)
H (-5.760, -1.329, -0.514)
H (-8.033, 0.055, 0.094)
H (-7.091, 1.270, -0.899)
H (-6.743, 1.797, 1.413)
H (-5.212, 1.278, 0.793)

Forces on the atoms, in the same order (eV/Å):
C 3.22 -1.28 -7.55
H -4.39 -2.18 1.33
H -0.73 -0.39 1.15
H 1.85 2.34 3.33
C 0.15 5.70 9.98
C -2.22 -2.48 -1.90
C -2.58 7.70 -7.26
O -0.71 -1.24 2.81
C 2.76 -0.11 2.04
C -2.81 3.79 -3.29
C -1.25 -7.62 2.03
C 2.87 -3.85 2.45
C 4.33 6.73 1.80
C -6.24 -5.24 -3.49
O 1.14 -0.12 2.80
C 2.31 -0.68 -6.30
H -2.68 1.13 1.18
H -0.36 0.55 0.67
H -0.27 0.83 2.08
H -0.33 -0.09 -1.47
C -0.77 6.83 3.75
O -0.64 -5.04 -3.08
N -2.05 -3.54 -2.87
H 0.88 1.45 -0.02
C 0.20 -12.38 0.97
H -0.53 1.65 -2.92
H 0.78 11.94 7.05
C -4.57 -5.04 -3.61
N 0.89 2.17 -3.04
C -4.26 1.70 -3.82
H 0.63 -2.24 2.77
C -7.51 -3.53 9.21
C -7.78 1.92 1.10
C 3.88 5.53 5.73
C 7.71 4.15 0.41
H -2.00 -3.20 -1.50
H -5.38 -2.38 3.81
H -0.72 0.44 -3.66
H -0.62 -1.13 0.66
H 4.39 -7.51 -3.83
H 0.45 1.19 -1.59
H 9.23 4.61 -4.85
H -0.07 -0.25 -1.24
H 1.26 0.98 -0.73
C 6.57 -1.17 5.99
C -12.71 0.97 0.29
C -0.01 2.78 0.83
C -2.13 12.74 -2.57
C -3.34 -8.75 0.89
H 3.05 0.59 -0.39
H 0.03 -0.58 -0.95
H 1.76 -1.47 -0.83
H 0.38 -1.54 2.80
H -0.19 -0.79 -0.66
H 0.85 -0.29 -1.33
H 2.24 -1.50 -2.80
H 9.40 2.01 2.93
H 0.74 -0.79 -1.15
H -1.40 -0.17 -1.92
H 1.71 4.94 -1.23
H -0.04 -0.27 0.18
H -1.28 -1.26 -1.09
H 4.15 -6.36 4.45
H 1.82 0.60 -0.57
H -0.44 0.21 -0.70
H 0.99 -1.66 -1.84
H 0.40 -0.04 -1.42

Atomic partial charges in e from the Mulliken method, atoms 1 to 6: number 1, C, carries -1.37; number 2, H, carries 0.51; number 3, H, carries 0.09; number 4, H, carries 0.46; number 5, C, carries -0.22; number 6, C, carries -0.15

=====

[3]
# C26H37ClN2O2PtSi3

A molecular structure, C26H37ClN2O2PtSi3 at a distorted geometry (ωB97M-V with the def2-TZVPD basis set, the Open Molecules 2025 dataset).

The value obtained for the energy above the lowest of the compared OMol25 structures with the same formula, charge and spin is 0.864 eV. The value obtained for the HOMO energy is -7.4 eV. The value obtained for the total energy is -2721.0446 Ha. As for the HOMO-LUMO gap: 6.030 eV.

Atoms and positions in Å:
Pt (-0.526, 0.529, -0.329)
Cl (-7.729, -0.197, -0.978)
C (-6.036, -0.352, -0.644)
C (-5.473, -1.623, -0.501)
C (-4.116, -1.736, -0.313)
C (-3.261, -0.615, -0.262)
O (-1.986, -0.835, -0.172)
C (-3.870, 0.683, -0.315)
C (-3.151, 1.881, -0.151)
N (-1.837, 2.008, -0.059)
C (-1.215, 3.187, 0.224)
C (-1.833, 4.345, 0.730)
C (-1.118, 5.525, 0.810)
C (0.200, 5.594, 0.396)
C (0.862, 4.453, -0.090)
C (2.188, 4.456, -0.567)
C (2.689, 3.308, -1.146)
C (1.929, 2.151, -1.158)
N (0.722, 2.073, -0.590)
C (0.159, 3.222, -0.137)
C (-5.264, 0.773, -0.526)
H (-6.097, -2.502, -0.546)
H (-3.661, -2.707, -0.208)
H (-3.739, 2.791, -0.121)
H (-2.855, 4.299, 1.074)
H (-1.610, 6.413, 1.182)
H (0.751, 6.523, 0.443)
H (2.777, 5.357, -0.524)
H (3.671, 3.295, -1.592)
H (2.303, 1.263, -1.623)
H (-5.710, 1.753, -0.609)
C (3.713, 1.301, 1.528)
O (2.606, 0.618, 1.017)
Si (2.610, -0.802, 0.188)
C (3.706, -0.661, -1.401)
C (3.693, -2.045, 1.154)
C (0.735, -1.128, 0.050)
Si (0.205, -1.967, -1.606)
C (1.589, -3.274, -1.870)
C (-1.376, -3.004, -1.904)
C (0.260, -0.744, -3.097)
Si (0.032, -1.836, 1.705)
C (-1.757, -2.358, 2.160)
C (0.404, -0.465, 2.998)
C (0.946, -3.472, 2.140)
H (4.402, 1.580, 0.726)
H (4.252, 0.681, 2.248)
H (3.356, 2.204, 2.025)
H (4.461, 0.108, -1.242)
H (3.179, -0.414, -2.316)
H (4.244, -1.586, -1.596)
H (4.736, -1.763, 1.028)
H (3.589, -3.061, 0.796)
H (3.479, -2.043, 2.216)
H (1.789, -3.827, -0.960)
H (2.513, -2.808, -2.183)
H (1.299, -3.986, -2.636)
H (-1.646, -3.588, -1.034)
H (-1.207, -3.694, -2.727)
H (-2.224, -2.383, -2.168)
H (1.274, -0.480, -3.371)
H (-0.280, 0.183, -2.893)
H (-0.198, -1.199, -3.969)
H (-2.455, -1.529, 2.172)
H (-1.753, -2.793, 3.156)
H (-2.146, -3.108, 1.482)
H (0.092, 0.508, 2.623)
H (1.461, -0.399, 3.221)
H (-0.125, -0.655, 3.925)
H (1.398, -3.946, 1.276)
H (0.248, -4.180, 2.573)
H (1.727, -3.303, 2.871)

Forces on the atoms, in the same order (eV/Å):
Pt -0.10 -0.44 1.22
Cl -0.22 -0.01 0.02
C 0.03 0.58 0.02
C 0.69 0.14 0.06
C -0.49 -0.34 0.05
C 0.38 0.62 -0.06
O -0.38 -0.09 0.02
C 0.16 -0.90 -0.15
C 1.54 0.75 0.12
N -2.69 -0.94 -0.62
C -0.11 2.32 0.32
C 0.40 -1.78 -0.43
C 1.04 0.75 -0.14
C -0.54 0.16 0.29
C -0.11 -0.50 0.04
C 0.06 -0.70 -0.39
C 0.07 1.25 0.25
C -1.30 -0.53 0.58
N 1.06 0.11 -0.64
C -0.15 1.00 0.21
C -0.09 -0.28 -0.01
H -0.07 -0.08 -0.03
H 0.02 -0.06 -0.03
H -0.11 0.16 0.13
H -0.07 0.04 -0.04
H 0.03 0.05 0.05
H -0.03 0.10 0.02
H 0.09 0.17 0.01
H 0.09 -0.03 -0.03
H 0.02 -0.27 0.02
H -0.13 0.07 0.00
C 0.12 -0.12 0.03
O -0.02 0.50 0.15
Si -0.41 -1.37 -0.27
C -0.56 0.19 0.33
C -0.48 0.60 -0.09
C -0.46 -0.72 -1.18
Si 1.28 -0.72 0.01
C -0.63 0.33 -0.40
C 0.37 0.55 0.30
C -0.13 -0.32 0.50
Si 0.60 0.14 0.52
C 0.38 0.38 -0.55
C -0.15 -0.59 -0.28
C -0.21 0.55 -0.10
H 0.16 0.12 0.02
H 0.10 0.08 0.08
H 0.10 0.02 0.02
H 0.13 0.17 0.09
H -0.11 0.04 -0.20
H -0.02 -0.15 0.16
H 0.19 0.11 -0.06
H -0.09 -0.25 -0.17
H -0.07 -0.03 0.26
H -0.03 -0.12 0.27
H 0.29 0.08 -0.11
H 0.04 -0.23 -0.22
H -0.07 -0.19 0.27
H 0.22 -0.08 -0.15
H -0.15 0.13 -0.02
H 0.33 0.08 -0.03
H -0.03 -0.05 -0.04
H -0.10 -0.22 -0.24
H -0.14 0.21 0.00
H 0.27 -0.06 0.17
H -0.11 -0.23 -0.20
H -0.05 0.08 -0.12
H 0.33 0.04 0.04
H -0.13 -0.09 0.26
H 0.10 -0.05 -0.19
H -0.19 -0.13 0.09
H 0.24 0.01 0.17

Atomic partial charges in e from the Mulliken method, atoms 1 to 6: number 1, Pt, carries -0.29; number 2, Cl, carries -0.24; number 3, C, carries 0.08; number 4, C, carries -0.88; number 5, C, carries 0.15; number 6, C, carries 0.30

=====

[4]
# C3H10O4

4 unconnected molecules or ions with the total composition C3H10O4 at a distorted geometry (ωB97M-V with the def2-TZVPD basis set, the Open Molecules 2025 dataset).

The value obtained for the energy above the lowest of the compared OMol25 structures with the same formula, charge and spin is 6.714 eV. The value obtained for the HOMO energy (alpha / beta) is -7.9 / -7.8 eV. The value obtained for the total energy is -421.0383 Ha. As for the HOMO-LUMO gap (alpha / beta): 7.187 / 7.125 eV.

Atoms and positions in Å:
C (0.868, 0.199, 1.629)
C (-0.512, 1.535, 0.356)
O (1.870, -0.032, 0.784)
O (0.114, -0.759, 2.021)
H (1.568, -0.717, 0.150)
H (-0.036, -1.544, 1.180)
H (1.065, 1.027, 2.309)
H (-1.240, 1.736, -0.426)
H (0.340, 2.188, 0.176)
H (-1.065, 1.626, 1.287)
C (-0.392, -0.112, -1.902)
O (-0.455, -0.236, -0.492)
O (-0.059, -2.228, -0.021)
H (-0.986, -2.414, -0.227)
H (0.354, 0.641, -2.183)
H (-1.364, 0.161, -2.330)
H (-0.069, -1.070, -2.311)

Forces on the atoms, in the same order (eV/Å):
C 1.38 -3.83 1.43
C -1.60 -0.89 -3.07
O -1.18 0.88 0.14
O 0.61 2.60 -0.52
H -0.14 -0.29 0.05
H -0.10 -1.42 -2.19
H -0.36 0.21 -0.32
H -0.06 0.42 0.06
H 0.25 -0.50 0.23
H 0.42 -0.58 0.18
C 0.00 0.81 0.09
O 0.15 3.73 1.58
O 0.30 -1.01 2.07
H 0.36 0.00 0.18
H -0.06 -0.04 -0.14
H 0.08 -0.02 -0.04
H -0.07 -0.07 0.26

Atomic partial charges in e from the Mulliken method, atoms 1 to 6: number 1, C, carries -0.01; number 2, C, carries -0.94; number 3, O, carries -0.44; number 4, O, carries -0.47; number 5, H, carries 0.50; number 6, H, carries 0.50